Run a
ORCA calculation (ωB97M-V with the def2-TZVPD basis set) on a molecular structure, C27H46BrCaNOP2S.

Each line ends with the Mulliken charge.
Cartesian coordinates (Å):
N (0.371, -0.365, -7.117)  -0.55
C (1.426, -0.950, -6.550)  -0.38
C (1.369, -1.558, -5.287)  -0.46
C (0.151, -1.516, -4.564)  0.25
C (-0.941, -0.871, -5.185)  -0.36
C (-0.790, -0.325, -6.465)  -0.39
C (-0.007, -2.197, -3.266)  0.03
Ca (0.683, -2.946, -1.129)  2.27
P (-0.069, -3.601, 2.554)  -0.26
C (-1.003, -1.861, -2.302)  -1.64
C (-1.092, -0.608, -1.552)  1.08
C (-2.205, -0.331, -0.706)  -1.24
C (-2.242, 0.751, 0.123)  -0.94
C (-1.067, 1.607, 0.332)  0.23
C (-0.094, 1.468, -0.742)  -1.57
C (-0.069, 0.371, -1.576)  0.13
Br (-0.151, 0.762, 2.192)  -0.18
H (0.380, -3.258, -3.305)  0.77
H (-1.879, -2.529, -2.208)  0.42
H (2.259, -2.048, -4.895)  0.37
H (-1.919, -0.827, -4.712)  0.39
H (2.350, -0.952, -7.138)  0.37
H (-1.635, 0.138, -6.979)  0.38
H (-3.028, -1.051, -0.695)  0.43
H (0.784, 0.218, -2.248)  0.46
H (-3.108, 0.934, 0.758)  0.37
H (0.730, 2.195, -0.783)  0.63
P (-1.307, 3.305, 1.095)  1.31
C (0.646, -4.253, 1.050)  0.18
C (1.312, -5.632, 1.097)  -1.54
H (1.455, -3.516, 0.778)  -0.33
H (-0.230, -4.295, 0.357)  0.41
H (1.979, -5.738, 0.229)  0.29
H (1.915, -5.765, 2.006)  0.37
H (0.565, -6.437, 1.052)  0.39
C (-1.564, -2.575, 2.205)  0.81
C (-2.408, -2.377, 3.475)  -1.46
H (-2.150, -3.127, 1.452)  0.47
H (-1.246, -1.600, 1.804)  -0.80
H (-3.437, -2.113, 3.200)  0.40
H (-2.447, -3.296, 4.078)  0.43
H (-2.024, -1.569, 4.110)  0.30
C (1.211, -2.363, 3.036)  1.48
C (1.756, -2.648, 4.436)  -1.37
H (0.744, -1.355, 2.965)  -1.10
H (2.034, -2.384, 2.289)  -0.06
H (2.163, -1.730, 4.875)  0.37
H (0.979, -3.041, 5.110)  0.34
H (2.567, -3.386, 4.400)  0.35
C (0.373, 3.836, 1.579)  -0.15
C (0.398, 4.582, 2.903)  -1.59
H (0.818, 4.428, 0.768)  0.53
H (0.982, 2.919, 1.667)  0.06
H (-0.029, 5.589, 2.810)  0.38
H (-0.165, 4.014, 3.659)  0.32
H (1.434, 4.678, 3.257)  0.43
C (-2.526, 3.197, 2.461)  -0.68
C (-3.978, 3.396, 1.992)  -1.28
H (-2.248, 3.975, 3.203)  0.54
H (-2.377, 2.226, 2.977)  0.37
H (-4.209, 4.468, 1.929)  0.39
H (-4.159, 2.944, 1.000)  0.33
H (-4.676, 2.955, 2.715)  0.37
C (-1.959, 4.570, -0.026)  -0.52
C (-0.963, 5.205, -0.989)  -1.23
H (-2.423, 5.340, 0.620)  0.51
H (-2.778, 4.086, -0.586)  0.46
H (-0.759, 4.539, -1.836)  0.29
H (-1.394, 6.134, -1.381)  0.42
H (-0.017, 5.474, -0.513)  0.32
C (3.239, 0.617, -0.231)  -0.52
S (3.703, -1.108, -0.338)  0.45
C (4.857, -1.002, -1.718)  -1.04
O (2.434, -1.705, -1.008)  -0.80
H (3.100, 0.985, -1.258)  0.32
H (4.036, 1.168, 0.284)  0.56
H (2.301, 0.692, 0.339)  -0.19
H (5.828, -0.704, -1.309)  0.41
H (4.944, -1.993, -2.179)  0.40
H (4.500, -0.261, -2.446)  0.33

Its total charge is +2. The HOMO-LUMO gap (spin up / spin down) comes out at 0.1914 / 0.1914 hartree.

Run b
ORCA calculation (ωB97M-V with the def2-TZVPD basis set) on a molecular structure, C27H46BrCaNOP2S.

Each line ends with the Mulliken charge.
Cartesian coordinates (Å):
N (1.900, -2.229, -9.466)  -0.54
C (1.702, -3.340, -8.761)  -0.34
C (1.333, -3.314, -7.409)  -0.49
C (1.156, -2.081, -6.743)  1.03
C (1.453, -0.907, -7.500)  -0.47
C (1.765, -1.040, -8.870)  -0.34
C (0.727, -2.085, -5.355)  -0.31
Ca (-0.616, -2.259, 0.296)  1.46
P (-4.647, 1.768, 3.637)  -0.10
C (0.395, -0.933, -4.726)  -0.73
C (0.290, -0.740, -3.309)  1.03
C (-0.453, 0.362, -2.831)  -0.91
C (-0.529, 0.630, -1.476)  -1.45
C (0.415, 0.028, -0.589)  1.22
C (1.117, -1.140, -1.074)  -1.13
C (0.897, -1.611, -2.373)  -0.95
Br (-1.341, -0.224, 1.950)  -0.62
H (0.610, -3.062, -4.873)  0.34
H (0.139, -0.089, -5.363)  0.32
H (1.134, -4.266, -6.911)  0.31
H (1.390, 0.089, -7.056)  0.33
H (1.852, -4.285, -9.291)  0.36
H (1.935, -0.149, -9.488)  0.36
H (-0.974, 0.962, -3.580)  0.48
H (1.363, -2.546, -2.698)  0.35
H (-1.278, 1.344, -1.097)  0.83
H (1.897, -1.601, -0.460)  0.78
P (1.355, 0.900, 0.742)  1.23
C (-4.794, 0.205, 2.674)  0.00
C (-6.256, -0.107, 2.387)  -1.36
H (-4.328, -0.596, 3.256)  0.35
H (-4.227, 0.315, 1.741)  0.01
H (-6.371, -1.115, 1.993)  0.37
H (-6.863, -0.027, 3.290)  0.37
H (-6.684, 0.575, 1.648)  0.32
C (-4.084, 2.944, 2.347)  0.26
C (-4.283, 4.390, 2.795)  -1.26
H (-4.678, 2.739, 1.452)  0.41
H (-3.031, 2.730, 2.135)  -0.40
H (-4.133, 5.073, 1.954)  0.38
H (-5.296, 4.556, 3.180)  0.36
H (-3.575, 4.691, 3.576)  0.31
C (-3.116, 1.583, 4.648)  0.29
C (-3.331, 0.907, 5.998)  -1.32
H (-2.702, 2.592, 4.797)  0.36
H (-2.428, 0.996, 4.021)  -0.45
H (-2.368, 0.681, 6.458)  0.37
H (-3.883, 1.538, 6.697)  0.35
H (-3.870, -0.032, 5.903)  0.33
C (2.060, 0.828, 2.499)  -0.55
C (3.398, 1.553, 2.682)  -1.22
H (2.106, -0.210, 2.840)  0.22
H (1.312, 1.283, 3.167)  0.60
H (4.243, 0.975, 2.287)  0.27
H (3.395, 2.515, 2.164)  0.34
H (3.628, 1.790, 3.728)  0.46
C (0.378, 2.419, 0.854)  -0.38
C (0.572, 3.425, -0.270)  -1.40
H (0.622, 2.856, 1.833)  0.63
H (-0.669, 2.070, 0.928)  -0.06
H (1.626, 3.622, -0.435)  0.35
H (0.128, 3.094, -1.203)  0.32
H (0.098, 4.360, 0.011)  0.47
C (2.909, 1.273, -0.194)  -1.12
C (3.878, 0.094, -0.198)  -1.18
H (3.359, 2.171, 0.247)  0.68
H (2.615, 1.547, -1.222)  0.63
H (4.067, -0.266, -1.213)  0.30
H (4.844, 0.393, 0.213)  0.43
H (3.539, -0.755, 0.398)  -0.10
C (2.321, -5.070, 2.148)  -1.01
S (1.838, -3.454, 2.740)  0.39
C (3.462, -2.670, 2.544)  -0.76
O (1.049, -2.931, 1.498)  -0.48
H (2.959, -5.549, 2.896)  0.43
H (2.832, -4.965, 1.187)  0.33
H (1.406, -5.647, 2.023)  0.37
H (3.803, -2.751, 1.504)  0.28
H (3.409, -1.618, 2.846)  0.15
H (4.132, -3.203, 3.227)  0.52

Its total charge is +2. The HOMO-LUMO gap comes out at 0.1729 hartree.

Q: Which of them is the least stable? A: run a.

Run a
ORCA calculation (ωB97M-V with the def2-TZVPD basis set) on 3 unconnected molecules or ions with the total composition C3H11NO4.

Each line ends with the Mulliken charge.
Cartesian coordinates (Å):
N (-2.420, 1.266, -2.866)  -0.53
C (-1.062, 1.101, -3.320)  -0.59
C (-0.265, 0.500, -2.137)  -0.24
C (-0.767, 0.844, -0.759)  0.42
O (-1.756, 1.082, -0.148)  -0.53
O (0.283, 0.453, 0.117)  -0.41
H (-2.666, 1.983, -2.233)  0.23
H (-2.948, 0.372, -2.817)  0.21
H (-1.026, 0.270, -4.067)  0.30
H (-0.639, 2.138, -3.408)  0.35
H (0.757, 0.968, -2.132)  0.27
H (-0.352, -0.595, -2.099)  0.26
H (0.260, 0.877, 0.883)  0.26
O (3.106, -1.685, 6.461)  -0.64
H (2.117, -1.691, 6.614)  0.33
H (3.221, -0.945, 5.866)  0.31
O (1.692, -2.596, 0.941)  -0.61
H (1.870, -1.852, 1.413)  0.29
H (2.310, -3.096, 0.371)  0.32

The HOMO-LUMO gap comes out at 0.3329 hartree. As for the SMILES: NCCC(=O)O.O.O.

Run b
ORCA calculation (ωB97M-V with the def2-TZVPD basis set) on 3 unconnected molecules or ions with the total composition C3H11NO4.

Each line ends with the Mulliken charge.
Cartesian coordinates (Å):
N (0.228, 1.728, 0.556)  -0.69
C (0.155, 0.416, 1.165)  0.37
C (1.559, -0.217, 0.983)  -0.16
O (1.751, -1.359, 1.340)  -0.48
C (-0.948, -0.556, 0.553)  -0.64
O (-0.834, -1.902, 0.895)  -0.50
H (-0.705, 2.054, 0.350)  0.26
H (0.631, 1.711, -0.386)  0.26
H (0.091, 0.470, 2.291)  0.26
H (2.435, 0.442, 0.814)  0.36
H (-1.994, -0.196, 0.766)  0.32
H (-0.863, -0.362, -0.523)  0.31
H (-0.002, -2.187, 0.498)  0.33
O (3.062, 5.163, -3.028)  -0.64
H (2.873, 5.451, -3.928)  0.32
H (3.897, 5.572, -2.775)  0.32
O (-4.012, -5.661, 0.114)  -0.64
H (-3.195, -5.655, -0.381)  0.32
H (-4.130, -4.911, 0.696)  0.32

The HOMO-LUMO gap comes out at 0.3734 hartree. As for the SMILES: N[C@H](C=O)CO.O.O.

Q: Which of them is the least stable? A: run a.

Run a
ORCA calculation (ωB97M-V with the def2-TZVPD basis set) on 3 unconnected molecules or ions with the total composition C3H11NO4.

Each line ends with the Mulliken charge.
Cartesian coordinates (Å):
O (0.385, 2.713, -1.835)  -0.50
C (-0.013, 1.634, -1.413)  -0.03
C (-0.427, 1.326, 0.049)  -0.24
N (0.165, 0.074, 0.512)  -0.14
C (0.586, 0.204, 1.827)  -0.65
O (-0.453, 0.460, 2.780)  -0.52
H (-0.082, 0.803, -2.121)  0.32
H (-1.663, 1.375, 0.221)  0.23
H (-0.072, 2.175, 0.786)  0.33
H (-0.517, -0.716, 0.389)  0.15
H (1.112, -0.733, 2.105)  0.31
H (1.270, 1.082, 1.895)  0.45
H (-1.081, -0.247, 2.896)  0.31
O (-1.259, -2.020, -1.230)  -0.62
H (-0.589, -1.782, -1.891)  0.34
H (-2.041, -2.443, -1.577)  0.28
O (1.676, -1.207, -1.517)  -0.73
H (1.348, -0.578, -0.748)  0.41
H (1.656, -2.122, -1.129)  0.31

The HOMO-LUMO gap comes out at 0.3697 hartree. As for the SMILES: O=CCNCO.O.O.

Run b
ORCA calculation (ωB97M-V with the def2-TZVPD basis set) on 3 unconnected molecules or ions with the total composition C3H11NO4.

Each line ends with the Mulliken charge.
Cartesian coordinates (Å):
C (0.440, -2.128, 0.431)  -0.86
N (-0.276, -1.307, -0.526)  -0.19
C (0.378, -0.411, -1.449)  -0.69
C (1.040, 0.795, -0.821)  0.72
O (0.920, 1.946, -1.125)  -0.56
O (1.937, 0.409, 0.124)  -0.45
H (0.300, -1.757, 1.444)  0.21
H (1.506, -2.176, 0.211)  0.25
H (0.160, -3.185, 0.446)  0.37
H (-1.136, -1.734, -0.794)  0.22
H (-0.368, -0.008, -2.136)  0.38
H (1.117, -0.978, -2.022)  0.30
H (2.167, 1.217, 0.609)  0.34
O (-2.358, 2.677, -0.207)  -0.61
H (-2.077, 2.845, 0.693)  0.31
H (-2.199, 1.765, -0.465)  0.30
O (-0.457, 0.958, 1.576)  -0.60
H (-0.113, 0.925, 2.477)  0.28
H (-0.982, 0.147, 1.535)  0.29

The HOMO-LUMO gap comes out at 0.3428 hartree. As for the SMILES: CNCC(=O)O.O.O.

Q: Which of them is the least stable? A: run a.

Run a
ORCA calculation (ωB97M-V with the def2-TZVPD basis set) on a molecular structure, C3H2F2O.

Each line ends with the Mulliken charge.
Cartesian coordinates (Å):
C (-0.260, -0.504, -0.699)  0.19
C (-1.044, 0.059, 0.534)  0.33
C (0.876, 0.274, -0.074)  -0.23
O (-0.025, 0.892, 0.865)  -0.29
F (-0.252, -1.692, -1.286)  -0.24
F (-2.273, 0.243, 0.929)  -0.20
H (1.645, -0.304, 0.441)  0.23
H (1.333, 1.033, -0.710)  0.21

The HOMO-LUMO gap comes out at 0.3283 hartree.

Run b
ORCA calculation (ωB97M-V with the def2-TZVPD basis set) on 2 unconnected molecules or ions with the total composition C3H2F2O.

Each line ends with the Mulliken charge.
Cartesian coordinates (Å):
C (-1.011, -1.709, 1.735)  -0.63
C (-1.203, -0.611, 1.210)  0.71
C (0.954, 1.061, -1.464)  0.10
O (-1.203, 0.345, 0.479)  -0.42
F (1.473, 2.238, -1.273)  -0.20
F (1.634, 0.065, -0.995)  -0.20
H (-0.705, -2.513, 2.491)  0.31
H (0.060, 1.125, -2.184)  0.33

The HOMO-LUMO gap (spin up / spin down) comes out at 0.4029 / 0.1918 hartree.

Q: Which of them is the least stable? A: run b.

Run a
ORCA calculation (ωB97M-V with the def2-TZVPD basis set) on 2 unconnected molecules or ions with the total composition C2H6NO3.

Each line ends with the Mulliken charge.
Cartesian coordinates (Å):
O (-0.085, 0.809, 0.387)  -0.78
C (0.728, -0.102, 0.082)  0.50
O (1.631, -0.090, -0.764)  -0.70
C (0.524, -1.448, 0.839)  -0.43
N (-0.326, -2.475, 0.205)  -0.67
H (0.055, -1.215, 1.797)  0.28
H (1.514, -1.873, 1.023)  0.23
H (-1.284, -2.181, 0.384)  0.28
H (-0.305, -2.317, -0.804)  0.25
H (-1.327, 2.223, -0.499)  0.43
H (-2.783, 2.598, -0.415)  0.28
O (-1.950, 2.920, -0.778)  -0.67

Its total charge is -1. The HOMO-LUMO gap comes out at 0.3054 hartree.

Run b
ORCA calculation (ωB97M-V with the def2-TZVPD basis set) on a molecular structure, C2H6NO3.

Each line ends with the Mulliken charge.
Cartesian coordinates (Å):
O (-0.288, 0.057, 1.910)  -0.59
C (0.215, -0.091, 0.800)  -0.06
N (-0.394, -0.470, -0.368)  -0.55
C (1.226, -1.033, -1.223)  -0.21
O (2.219, -0.253, -1.282)  -0.67
H (1.214, 0.359, 0.685)  0.35
H (-1.004, -1.205, 0.014)  0.20
H (0.769, -1.041, -2.224)  0.22
H (1.347, -1.939, -0.611)  0.30
H (-1.782, 1.051, 0.125)  0.44
H (-3.294, 1.192, 0.146)  0.28
O (-2.492, 1.721, 0.163)  -0.70

Its total charge is -1. The HOMO-LUMO gap comes out at 0.3009 hartree.

Run c
ORCA calculation (ωB97M-V with the def2-TZVPD basis set) on 2 unconnected molecules or ions with the total composition C2H6NO3.

Each line ends with the Mulliken charge.
Cartesian coordinates (Å):
C (-1.156, -0.362, -0.173)  -1.06
C (1.487, 0.430, 0.383)  0.01
N (0.592, -0.761, 0.890)  -0.10
O (1.179, -1.746, 0.326)  -0.63
O (1.928, 0.174, -0.829)  -0.49
O (0.776, 1.645, 0.469)  -0.52
H (-0.674, 0.066, -1.038)  0.24
H (-1.679, -1.290, -0.483)  0.26
H (-1.652, 0.303, 0.332)  0.31
H (2.218, 0.594, 1.210)  0.22
H (1.593, -0.764, -0.840)  0.41
H (-0.132, 1.468, 0.014)  0.35

Its total charge is -1. The HOMO-LUMO gap (spin up / spin down) comes out at 0.2438 / 0.2438 hartree.

Q: Which of them is the least stable? A: run c.

Run a
ORCA calculation (ωB97M-V with the def2-TZVPD basis set) on 2 unconnected molecules or ions with the total composition C2H6NO3.

Each line ends with the Mulliken charge.
Cartesian coordinates (Å):
O (-0.500, -0.165, 1.459)  -0.66
C (0.205, -0.692, 0.589)  0.06
N (0.559, -0.020, -0.519)  -0.20
C (1.219, -0.796, -1.711)  -0.42
O (0.362, -1.492, -2.419)  -0.83
H (0.636, -1.681, 0.731)  0.31
H (-0.083, 0.642, -0.935)  0.24
H (1.978, -1.465, -1.234)  0.25
H (1.684, 0.030, -2.302)  0.22
H (-1.741, 1.360, 1.551)  0.41
H (-1.922, 2.382, 2.734)  0.28
O (-2.398, 1.897, 2.054)  -0.67

Its total charge is -1. The HOMO-LUMO gap comes out at 0.2596 hartree.

Run b
ORCA calculation (ωB97M-V with the def2-TZVPD basis set) on a molecular structure, C2H6NO3.

Each line ends with the Mulliken charge.
Cartesian coordinates (Å):
O (0.077, -0.025, 2.238)  -0.70
C (0.462, 0.134, 1.046)  0.01
N (-0.191, -0.533, 0.033)  -0.39
C (0.736, -0.984, -1.585)  -0.19
O (1.907, -0.622, -1.383)  -0.69
H (1.318, 0.743, 0.733)  0.33
H (-1.057, -1.020, 0.206)  0.19
H (0.098, -0.420, -2.222)  0.24
H (0.663, -2.007, -1.345)  0.26
H (-1.676, 1.152, -0.544)  0.35
H (-2.135, 1.642, 0.743)  0.33
O (-2.366, 1.739, -0.176)  -0.74

Its total charge is -1. The HOMO-LUMO gap comes out at 0.3034 hartree.

Q: Which of them is the least stable? A: run b.